Entry from the OMol25 dataset: C24H23KN6O7S as an isolated structure (the ωB97M-V functional and the def2-TZVPD basis).

Geometry as XYZ:
```
62
C24H23KN6O7S, DFT the ωB97M-V functional and the def2-TZVPD basis
K -0.004 0.494 2.288
C 1.745 5.743 -1.695
C 2.417 3.207 -1.365
N 3.591 2.562 -1.896
N 3.894 1.632 -0.927
C 3.206 1.500 0.168
S 3.433 0.473 1.464
N 2.114 2.519 0.034
N -0.110 2.623 -0.429
H 1.789 5.665 -2.783
H 2.059 6.752 -1.411
H 0.702 5.620 -1.397
H 4.686 1.030 -1.079
H -1.106 2.271 -0.149
H -0.041 3.539 0.035
O 2.559 4.345 3.248
C 1.960 3.485 2.585
O 1.126 2.629 2.938
C 2.245 3.607 1.059
C 2.540 4.756 0.472
C 2.657 4.717 -1.019
C 1.253 3.016 -2.308
C 0.033 2.766 -1.874
N 0.887 1.739 0.104
H 2.678 5.645 1.074
H 3.682 4.917 -1.334
H 1.505 3.034 -3.360
H -0.840 2.492 -2.447
O -4.626 1.489 0.579
C -3.451 1.443 0.205
O -2.525 2.283 0.431
C -3.033 0.227 -0.617
C -3.659 -0.997 -0.402
C -3.245 -2.098 -1.125
C -2.232 -1.934 -2.061
C -1.675 -0.675 -2.211
N -2.058 0.390 -1.510
H -4.442 -1.048 0.341
H -3.677 -3.075 -0.948
H -1.852 -2.767 -2.637
H -0.864 -0.515 -2.917
C 1.430 -4.875 -2.047
O 0.696 -5.581 -1.070
C 0.083 -4.818 -0.102
C -0.612 -5.559 0.884
C -1.215 -4.863 1.900
C -1.187 -3.457 2.011
C -1.783 -2.816 3.173
C -2.670 -3.663 4.094
O -1.624 -1.646 3.509
C -0.541 -2.688 0.959
O -0.558 -1.443 0.893
C 0.127 -3.457 -0.073
H 1.855 -5.623 -2.714
H 2.236 -4.287 -1.600
H 0.791 -4.198 -2.621
H -0.626 -6.640 0.831
H -1.717 -5.437 2.671
H -2.066 -4.368 4.671
H -3.417 -4.237 3.542
H -3.161 -2.979 4.782
H 0.645 -2.868 -0.816
```

Calculated total energy: -2781.6779 Eh
Charge: -2
Gap between HOMO and LUMO: 5.6954 eV
ΔE to the lowest compared entry with this formula, charge and spin: 541.8 kJ/mol
HOMO energy: -1.4 eV